11
Properties=species:S:1:pos:R:3:lowdin_charge:R:1 method="wB97M-V/def2-TZVPD" spin_multiplicity=1 homo_ev=-9.4 lumo_energy_ev=1.11 e_tot_ha=-248.14280 smiles="C1=N[C@H]2[C@H]3[C@@H]1[C@@H]23" gap_ev=10.550 e_above_lowest_kj_mol=347.2
C 0.1719 0.7864 0.8967 -0.03
C -0.8491 0.3686 -0.1365 -0.17
C -0.9651 -1.0885 -0.2869 -0.14
N 0.1468 -1.6791 -0.0505 0.06
C 1.0421 -0.6114 0.2402 -0.13
C 0.6456 0.6476 -0.4440 -0.19
H 0.0823 1.7780 1.4031 0.13
H -1.6901 1.0139 -0.3627 0.13
H -1.8486 -1.5989 -0.6575 0.11
H 2.0608 -0.9203 0.4896 0.12
H 1.2031 1.3038 -1.0915 0.13

80
Properties=species:S:1:pos:R:3:lowdin_charge:R:1 method="wB97M-V/def2-TZVPD" spin_multiplicity=1 homo_ev=-9.4 lumo_energy_ev=-0.44 e_tot_ha=-1539.58288 smiles="NC(N)=O.CCO.CCO.CCO.CCO.CO.CO.CO.CO.CO.CO" gap_ev=8.977 e_above_lowest_kj_mol=413.6
C 0.5743 -0.5985 0.7544 -0.04
C -0.4467 -1.3065 -0.1206 -0.31
O -1.3877 -1.9275 0.7174 -0.09
H 0.1463 0.0535 1.3894 0.02
H 1.3933 -0.2025 0.1674 0.07
H 1.0463 -1.4975 1.2684 0.10
H -0.1377 -1.9445 -0.9586 0.10
H -0.9707 -0.5085 -0.7076 0.10
H -2.1787 -2.1585 0.1774 0.09
C -6.4057 -1.0785 0.4354 -0.05
C -5.3017 -1.7405 -0.3866 -0.34
O -4.0957 -1.2505 -0.0356 -0.08
H -6.3597 -0.0885 0.2104 0.04
H -6.0847 -1.1085 1.4824 0.08
H -7.3767 -1.4865 0.2984 0.07
H -5.3847 -1.3875 -1.4466 0.13
H -5.3357 -2.8035 -0.4626 0.11
H -3.9187 -0.4635 -0.5476 0.10
C 0.5613 -1.2975 4.3384 -0.07
C 2.0303 -0.8335 4.0294 -0.28
O 2.5083 -0.2785 5.2654 -0.05
H -0.0827 -0.4535 4.4134 0.05
H 0.5453 -1.7625 5.2624 0.04
H 0.0853 -1.9775 3.6554 0.05
H 2.0673 -0.1975 3.1564 0.07
H 2.5723 -1.6955 3.5804 0.11
H 3.2533 -0.7875 5.4854 0.05
C -1.6167 -1.8295 -3.5916 -0.07
C -0.9227 -0.5165 -3.8916 -0.34
O -1.9077 0.4505 -4.2476 -0.07
H -2.4977 -1.8135 -2.9686 0.07
H -0.9687 -2.4715 -3.0416 0.04
H -1.7297 -2.3765 -4.6096 0.11
H -0.2347 -0.6255 -4.7036 0.10
H -0.2917 -0.3185 -3.0046 0.07
H -1.4437 1.1215 -4.7756 0.09
C 2.4313 4.1255 -0.0376 -0.62
O 2.7463 5.0995 0.8854 -0.10
N 2.8953 4.0335 -1.2466 0.11
N 1.6023 3.1435 0.2624 0.18
H 3.5733 4.8185 -1.4776 0.17
H 2.5833 3.4235 -2.0766 0.15
H 1.3803 3.0755 1.2624 0.14
H 1.3093 2.4465 -0.3806 0.04
C 4.3103 1.0715 -1.5466 -0.18
O 4.5733 2.0175 -0.5606 -0.12
H 3.2553 1.1005 -1.7016 0.04
H 4.5393 0.0725 -1.1596 0.07
H 4.6843 1.2125 -2.5456 0.08
H 4.1743 2.8655 -0.9246 0.05
C 4.5713 -1.6575 0.9994 -0.18
O 4.3503 -0.3225 1.3784 -0.13
H 5.1583 -2.2115 1.7494 0.09
H 5.0433 -1.7925 0.0204 0.06
H 3.5643 -2.0905 0.8284 0.06
H 4.0053 0.2645 0.6464 0.06
C 2.5153 -2.2295 -2.1576 -0.10
O 1.9593 -0.9515 -2.5026 -0.15
H 2.2453 -2.4915 -1.1946 0.04
H 3.5423 -2.1925 -2.3456 0.06
H 2.0613 -2.9235 -2.8526 0.09
H 1.9043 -0.9125 -3.4766 0.09
C -0.7127 2.5525 -1.9996 -0.11
O 0.5473 1.9225 -1.9346 -0.14
H -1.5107 1.7805 -1.9876 0.09
H -0.8507 3.0535 -2.9316 0.08
H -0.7917 3.2065 -1.1596 0.06
H 1.1643 2.2725 -2.5366 0.04
C -2.1277 1.9425 1.0284 -0.13
O -3.1797 1.9685 2.0134 -0.10
H -2.1937 1.1345 0.4044 0.03
H -1.1547 1.9595 1.5104 0.08
H -2.1037 2.7705 0.3914 0.05
H -2.9607 1.1595 2.5004 0.02
C -3.4777 -0.8845 3.2404 -0.11
O -2.0817 -0.6475 3.0004 -0.14
H -3.6797 -1.9375 3.2804 0.08
H -3.9247 -0.5185 2.2614 0.07
H -3.8587 -0.3495 4.1284 0.10
H -1.7857 -1.2205 2.3564 -0.02

98
Properties=species:S:1:pos:R:3:lowdin_charge:R:1 method="wB97M-V/def2-TZVPD" spin_multiplicity=1 homo_ev=-8.9 lumo_energy_ev=0.12 e_tot_ha=-3226.57101 smiles="C=CCNS(=O)(=O)F.COC(=O)OC.COC(=O)OC.COC(=O)OC.COC(=O)OC.COC(=O)OC.COC(=O)OC.COC(=O)OC" gap_ev=8.974
C -1.2449 -0.5822 -2.0040 0.03
C -1.1269 -0.2508 -0.6867 -0.14
C -1.1803 -1.2824 0.4063 -0.22
N 0.1507 -1.4156 1.0634 -0.10
S 0.6382 -0.1026 1.9125 0.58
O -0.2308 0.2215 3.0044 -0.25
O 1.0671 0.9620 1.0748 -0.24
F 1.9307 -0.7244 2.5442 -0.15
H -2.1210 -1.1166 -2.3587 0.07
H -0.4778 -0.2644 -2.7023 0.06
H -0.9828 0.7920 -0.4247 0.10
H -1.9898 -1.1536 1.1319 0.12
H -1.3475 -2.2363 -0.0880 0.11
H 0.0689 -2.1602 1.7534 0.11
C 5.3822 -4.2014 -2.2976 -0.03
O 5.7461 -3.3017 -1.2485 0.01
C 4.7313 -2.6076 -0.7401 -0.61
O 3.5807 -2.6733 -1.0963 0.11
O 5.1960 -1.8072 0.2106 0.02
C 4.1778 -1.0152 0.8452 -0.03
H 6.3002 -4.6887 -2.6109 0.09
H 4.6802 -4.9505 -1.9352 0.09
H 4.9513 -3.6597 -3.1380 0.10
H 3.4706 -1.6602 1.3412 0.07
H 3.6814 -0.3862 0.1088 0.10
H 4.6831 -0.3901 1.5752 0.10
C 1.2967 -4.1887 -1.6841 -0.04
O 0.1765 -4.6477 -2.4588 0.00
C 0.0138 -4.0109 -3.6136 -0.62
O 0.7092 -3.1280 -4.0452 0.12
O -1.0702 -4.5087 -4.2060 -0.01
C -1.3940 -3.9187 -5.4682 -0.03
H 1.3060 -4.7883 -0.7774 0.10
H 2.2236 -4.3363 -2.2253 0.07
H 1.1821 -3.1400 -1.4269 0.08
H -0.5933 -4.0809 -6.1871 0.10
H -1.5862 -2.8534 -5.3558 0.10
H -2.2960 -4.4162 -5.8121 0.09
C 0.6497 3.1565 3.6086 -0.04
O 0.9589 4.2254 4.5150 -0.01
C -0.0958 4.9382 4.8985 -0.65
O -1.2345 4.7545 4.5565 0.13
O 0.3168 5.8832 5.7455 -0.02
C -0.7293 6.7190 6.2468 -0.03
H 1.5890 2.6623 3.3814 0.09
H -0.0284 2.4482 4.0727 0.08
H 0.2191 3.5455 2.6880 0.11
H -1.4593 6.1311 6.7990 0.10
H -1.2192 7.2513 5.4333 0.10
H -0.2535 7.4312 6.9142 0.09
C -6.6831 -1.7488 5.0405 -0.04
O -5.5724 -1.3000 5.8212 0.01
C -4.5711 -0.7857 5.1081 -0.63
O -4.5439 -0.6868 3.9071 0.11
O -3.6133 -0.4051 5.9441 0.01
C -2.4685 0.1764 5.3061 -0.04
H -7.4110 -2.1370 5.7462 0.09
H -7.1193 -0.9228 4.4826 0.10
H -6.3803 -2.5399 4.3572 0.09
H -2.7504 1.0739 4.7594 0.10
H -1.9912 -0.5333 4.6370 0.07
H -1.7774 0.4407 6.1009 0.10
C -3.3930 -5.8281 -2.1173 -0.03
O -3.5224 -4.7273 -1.2130 0.01
C -3.2608 -5.0312 0.0539 -0.63
O -2.9498 -6.1139 0.4754 0.13
O -3.3801 -3.9180 0.7812 -0.01
C -3.1102 -4.0982 2.1729 -0.04
H -3.6173 -5.4403 -3.1057 0.09
H -2.3711 -6.1999 -2.1045 0.09
H -4.0938 -6.6242 -1.8733 0.10
H -2.0880 -4.4437 2.3250 0.10
H -3.8077 -4.8090 2.6117 0.10
H -3.2412 -3.1231 2.6315 0.08
C 1.6445 6.8018 3.0951 -0.03
O 2.4195 7.9110 2.6239 0.02
C 1.9376 8.4921 1.5289 -0.62
O 0.9427 8.1682 0.9347 0.13
O 2.7474 9.4999 1.1999 0.00
C 2.3448 10.2170 0.0314 -0.04
H 2.1473 6.4291 3.9778 0.09
H 0.6382 7.1254 3.3540 0.10
H 1.6076 6.0172 2.3414 0.10
H 1.3642 10.6665 0.1747 0.10
H 2.3297 9.5607 -0.8365 0.10
H 3.0856 10.9974 -0.1148 0.09
C 0.8859 1.1503 -9.2281 -0.04
O 1.5082 1.0317 -7.9477 0.00
C 1.8416 -0.2164 -7.6137 -0.63
O 1.6583 -1.1957 -8.2900 0.12
O 2.4062 -0.1882 -6.4117 0.01
C 2.8185 -1.4709 -5.9231 -0.03
H 0.6732 2.2063 -9.3643 0.09
H 1.5558 0.8084 -10.0146 0.10
H -0.0429 0.5840 -9.2585 0.10
H 3.5687 -1.9061 -6.5817 0.10
H 1.9672 -2.1369 -5.8236 0.07
H 3.2511 -1.3004 -4.9417 0.09

78
Properties=species:S:1:pos:R:3:lowdin_charge:R:1 method="wB97M-V/def2-TZVPD" spin_multiplicity=3 homo_ev="-11.0 / -12.9" s_squared=2.41 lumo_energy_ev="-7.84 / -7.66" e_tot_ha=-3065.29456 gap_ev="3.166 / 5.195" charge=+2
C -0.8380 -1.8847 -6.9954 0.27
C -1.5664 -0.8036 -7.3094 -0.24
H -1.3191 -2.7096 -6.5039 0.14
H 0.2309 -1.8953 -7.1249 0.14
C -1.8943 0.5085 -6.9018 -0.28
C -1.8665 1.1148 -5.6596 0.13
H -2.3276 0.6870 -4.7330 0.10
H -2.0366 2.2078 -5.7146 0.08
C -1.8857 -1.3495 -8.7077 0.03
H -1.5652 -2.3773 -8.8394 0.11
H -1.3580 -0.7894 -9.4748 0.13
H -2.9572 -1.3606 -8.8647 0.13
C -2.4420 1.2891 -8.0539 -0.05
H -3.4024 0.9710 -8.4720 0.11
H -1.7541 1.2428 -8.8899 0.08
H -2.4928 2.3529 -7.8441 0.09
Ni 0.5602 0.7092 0.0941 0.68
O 0.7813 0.0440 -1.5588 -0.17
C 1.6132 0.1374 -2.5460 -0.41
O 1.8939 2.2537 -0.5914 0.06
C 2.2607 2.3286 -1.7800 -0.41
O 2.8778 3.3962 -2.2671 0.10
N 2.1522 1.3690 -2.7837 0.08
C 3.1273 3.2367 -3.6877 -0.09
C 2.4681 1.9863 -4.1127 -0.06
H 4.1963 3.2040 -3.8528 0.14
H 2.7325 4.1145 -4.1800 0.14
H 3.0531 1.2991 -4.7083 0.13
H 1.5369 2.1882 -4.6399 0.12
C 1.8440 -1.1228 -3.1381 -0.10
C 1.0856 -2.0197 -2.3816 -0.09
H 2.5070 -1.3726 -3.9542 0.09
H 0.0233 -1.7334 -2.5565 0.07
H 1.1558 -3.0886 -2.7283 0.07
C 1.4408 2.6683 6.1093 -0.03
C 0.1630 3.2719 5.5086 -0.57
C -1.0466 2.8725 6.3607 -0.04
C 0.2956 4.7957 5.5027 -0.06
C -0.0105 2.7100 4.1032 -0.12
C 0.0617 3.5222 2.9683 0.04
C 0.1545 2.9260 1.7203 -0.04
N 0.1360 1.5784 1.6241 0.00
C -0.0895 0.7611 2.7012 -0.14
C -0.1571 1.3273 3.9682 0.07
C -0.1905 -0.6383 2.3405 -0.15
C -0.4170 -1.6996 3.2256 0.08
C -0.4725 -3.0011 2.7258 -0.12
C -0.4146 -3.1790 1.3325 0.03
C -0.1685 -2.0934 0.4950 -0.03
N -0.0196 -0.8450 0.9991 0.04
C -0.5226 -4.2403 3.6322 -0.56
C -1.7666 -5.0777 3.3066 -0.04
C 0.7294 -5.0909 3.3712 -0.04
C -0.5569 -3.8727 5.1191 -0.06
H 1.6075 3.0487 7.1234 0.10
H 2.3084 2.9381 5.4938 0.10
H 1.3831 1.5751 6.1534 0.08
H -0.9636 3.3044 7.3646 0.10
H -1.9699 3.2448 5.8995 0.10
H -1.1263 1.7850 6.4597 0.08
H 1.1783 5.1105 4.9354 0.09
H -0.5948 5.2656 5.0708 0.09
H 0.4073 5.1608 6.5297 0.10
H 0.0948 4.6047 3.0089 0.12
H 0.2845 3.4807 0.7858 0.13
H -0.2730 0.6540 4.8127 0.12
H -0.5221 -1.4503 4.2814 0.12
H -0.5201 -4.1639 0.8831 0.12
H -0.0362 -2.2122 -0.5783 0.07
H -1.7634 -5.4221 2.2670 0.08
H -1.8020 -5.9603 3.9569 0.10
H -2.6780 -4.4923 3.4781 0.10
H 1.6343 -4.5106 3.5896 0.10
H 0.7273 -5.9766 4.0174 0.10
H 0.7773 -5.4276 2.3298 0.08
H 0.3211 -3.2798 5.3986 0.09
H -1.4677 -3.3156 5.3662 0.09
H -0.5494 -4.7905 5.7202 0.10

29
Properties=species:S:1:pos:R:3:lowdin_charge:R:1 method="wB97M-V/def2-TZVPD" spin_multiplicity=3 homo_ev="-16.3 / -16.2" s_squared=2.06 lumo_energy_ev="-11.57 / -11.29" e_tot_ha=-1179.17417 gap_ev="4.692 / 4.932" charge=+2 e_above_lowest_kj_mol=0.0
Cl 0.7079 -0.7683 -3.6354 0.45
C 1.5414 1.8343 -0.2287 -0.09
C 0.3187 2.3285 0.2804 -0.06
C -0.5129 2.7075 -0.7921 -0.06
H 0.1274 2.5263 1.3304 0.16
C 0.2204 2.4586 -2.0304 -0.39
C 1.5225 1.9310 -1.6539 -0.13
H 2.3598 1.6657 -2.3060 0.16
H 2.4059 1.6218 0.3848 0.16
H -1.5235 3.1210 -0.6955 0.17
C -0.4082 2.2676 -3.3325 -0.05
W -0.0312 0.4934 -1.2765 1.47
C -1.7361 -0.1968 -0.3247 -0.04
O -2.7376 -0.4678 0.2555 0.22
C 0.8840 -1.3239 -1.4717 -0.46
O 1.5048 -2.3275 -1.2905 0.13
H -1.4621 2.0443 -3.1890 0.11
H 0.0305 1.3803 -3.7949 -0.01
H -0.3017 3.0890 -4.0357 0.14
C 0.4567 -3.4179 2.2161 0.02
C -0.2416 -2.0662 2.3746 -0.40
C -1.0748 -1.6988 3.6048 0.02
O -0.1492 -1.2355 1.4668 -0.07
H 0.3328 -4.0931 3.0544 0.09
H 1.5192 -3.2254 2.1018 0.10
H 0.0739 -3.9066 1.3236 0.09
H -0.6233 -0.8080 4.0314 0.10
H -2.0791 -1.4744 3.2583 0.09
H -1.1248 -2.4591 4.3747 0.09

19
Properties=species:S:1:pos:R:3:lowdin_charge:R:1 method="wB97M-V/def2-TZVPD" spin_multiplicity=1 homo_ev=-12.3 lumo_energy_ev=-4.75 e_tot_ha=-1294.87514 gap_ev=7.574 charge=+1
O 2.4386 0.1873 -0.9980 0.05
C 3.3809 0.2092 -0.2708 -0.16
C 4.5897 0.2577 0.2181 0.10
H -1.3615 -0.6547 1.6607 0.18
H 5.1907 1.1533 0.0531 0.11
H 5.0685 -0.6703 0.5334 0.11
O -0.1318 2.0381 -0.8308 -0.20
C -1.3109 2.3333 -0.3289 -0.24
C -2.1843 1.4004 0.1132 -0.11
O -1.8760 0.0968 -0.2705 -0.22
C -1.9358 -0.9658 0.6706 -0.17
C -1.2421 -2.1259 -0.0390 -0.30
O -0.0077 -1.7709 -0.5570 -0.27
Sc 0.2364 0.1106 -0.9261 1.41
H -1.5775 3.3939 -0.2171 0.14
H -3.2078 1.5857 0.4361 0.14
H -2.9768 -1.1887 0.9466 0.15
H -1.9006 -2.4293 -0.8819 0.14
H -1.1919 -2.9608 0.6881 0.14